Record 1
34
Properties=species:S:1:pos:R:3 method="wB97M-V/def2-TZVPD" spin_multiplicity=4 gap_ha="0.3320 / 0.3134" total_charge=+2 lumo_ev="-9.4 / -10.5"
Re -0.4939 0.5480 0.1247
F -1.0030 4.1426 3.4810
C -0.0747 3.3720 2.9987
F -0.1493 2.1464 3.4725
F 1.1271 3.8670 3.1370
S -0.3692 3.2524 1.1325
O -1.5158 2.2978 0.9024
O -0.3393 4.5084 0.5074
N 0.7205 2.1245 0.6164
S 1.9517 1.8666 -0.4198
O 3.2718 2.0397 0.0116
O 1.4226 0.4969 -0.7491
C 1.5617 2.9297 -1.9337
F 1.7695 4.1730 -1.6065
F 0.2788 2.7123 -2.1986
F 2.3284 2.5217 -2.9014
C 0.3859 -3.6628 -0.3540
C -0.0240 -3.5719 1.1201
C -0.8071 -2.2877 1.1880
O -0.0722 -1.3945 0.1886
C 0.8177 -2.2591 -0.6969
H -0.4524 -3.9671 -0.9760
H 1.2043 -4.3640 -0.5044
H 0.8511 -3.5396 1.7675
H -0.6466 -4.4093 1.4282
H -0.7784 -1.7725 2.1445
H -1.8159 -2.3770 0.8068
H 1.8311 -2.0233 -0.3891
H 0.6359 -1.9404 -1.7189
F -2.2466 0.0075 0.1310
B -2.3490 -1.3635 -2.7039
F -2.3061 -2.1789 -1.6614
F -1.4426 -0.3875 -2.7438
F -3.2721 -1.5073 -3.6015

***

Record 2
16
Properties=species:S:1:pos:R:3 method="wB97M-V/def2-TZVPD" gap_ha=0.3309 lumo_ev=-0.1
B 1.1520 1.5560 0.2671
C -0.1942 -0.7937 0.7461
C 1.0934 -1.1939 0.4868
C 2.1653 0.4496 -0.7146
C -0.4171 0.8092 0.5624
C -1.1342 -0.0428 -0.1276
C -2.4372 -0.4371 -0.6193
N 1.9373 -0.7683 -0.3809
H 1.6015 1.7268 1.3131
H 1.0858 2.5213 -0.5665
H -0.6362 -1.3293 1.6254
H 1.5968 -1.7742 1.2810
H 2.7358 0.6768 -1.5902
H -2.9637 0.4654 -1.1107
H -2.2742 -1.3585 -1.2688
H -3.3111 -0.5075 0.0967

***

Record 3
22
Properties=species:S:1:pos:R:3 method="wB97M-V/def2-TZVPD" spin_multiplicity=2 gap_ha="0.2406 / 0.3664" total_charge=+1 lumo_ev="-3.4 / -3.7"
Bi -1.0529 -0.8348 -0.2038
O -0.6619 0.8626 1.0046
O 0.1829 2.7223 -2.0985
C -0.2832 2.1329 -3.3409
C -0.2705 0.6465 -3.0398
O 0.0290 0.6273 -1.6149
C 0.2612 1.8586 -1.1240
H -1.2908 2.5190 -3.5276
H 0.4067 2.4313 -4.1344
H 0.5240 0.0591 -3.5089
H -1.2181 0.1593 -3.2875
Li 1.1825 2.0067 0.7968
O 1.0879 0.8727 2.3837
O -0.6639 -0.5130 2.7597
C 0.0772 -1.6836 3.1220
C 0.2322 -2.5420 1.8619
O 0.4261 -1.7144 0.7639
C 0.0237 0.3623 1.9913
H 1.0623 -1.3669 3.4917
H -0.4772 -2.1947 3.9180
H -0.6661 -3.1855 1.7659
H 1.0892 -3.2256 2.0209